No. 1
Here is an isolated molecule of C28H40N2S2 in a non-equilibrium geometry from OMol25. Energies are from wB97M-V/def2-TZVPD.

The LUMO energy is -0.139 eV. The calculation puts the HOMO energy at -0.279 Eh. The HOMO-LUMO gap comes out at 7.45 eV. Its spin multiplicity is 1. The SMILES is Cc1cc(C)c([C@H](C)C[C@H](SC(=S)N2CCN(C)CC2)c2c(C)cc(C)cc2C)c(C)c1.

Element x y z (Å)
C1 3.5560 4.2539 -4.2422
C2 3.4481 3.3516 -3.0529
C3 3.9112 2.0405 -3.1097
C4 3.8465 1.1854 -2.0123
C5 4.4104 -0.1947 -2.2334
C6 3.2849 1.6395 -0.8024
C7 3.1895 0.7383 0.4392
C8 4.5816 0.4327 1.0401
C9 2.3634 -0.5435 0.2303
C10 0.9200 -0.2839 -0.1096
S1 -0.1870 0.6734 1.4857
C11 -1.0612 -0.5048 2.3625
S2 -0.2330 -1.8474 2.9038
N1 -2.4235 -0.3427 2.6162
C12 -3.0439 -1.3330 3.4879
C13 -4.4994 -1.4685 3.0921
N2 -5.1594 -0.1799 3.1046
C14 -6.5744 -0.2794 2.8231
C15 -4.4999 0.9110 2.4160
C16 -3.0254 0.9807 2.8202
C17 0.0381 -1.3133 -0.6660
C18 -1.2345 -0.8794 -1.1287
C19 -1.6059 0.5652 -1.1816
C20 -2.2018 -1.7915 -1.5154
C21 -1.9369 -3.1605 -1.5609
C22 -2.9732 -4.1064 -2.0605
C23 -0.6614 -3.5962 -1.1872
C24 0.3251 -2.7137 -0.7381
C25 1.6282 -3.3652 -0.3638
C26 2.8427 2.9733 -0.7299
C27 2.3119 3.5774 0.5426
C28 2.9071 3.8011 -1.8499
H1 3.1633 5.2516 -4.0225
H2 4.5967 4.3766 -4.5761
H3 3.0001 3.8574 -5.1031
H4 4.3483 1.6641 -4.0378
H5 4.7912 -0.6780 -1.3325
H6 3.6760 -0.8804 -2.6914
H7 5.2605 -0.1271 -2.9317
H8 2.6621 1.3115 1.2125
H9 5.0961 1.3690 1.2995
H10 4.4863 -0.1555 1.9634
H11 5.2249 -0.1234 0.3486
H12 2.8540 -1.1528 -0.5456
H13 2.3571 -1.1226 1.1639
H14 0.7865 0.7323 -0.5799
H15 -2.9808 -1.0059 4.5406
H16 -2.5385 -2.2987 3.3742
H17 -5.0481 -2.1257 3.7960
H18 -4.5445 -1.9250 2.0795
H19 -7.0439 0.6949 2.9741
H20 -6.7515 -0.6057 1.7889
H21 -7.0153 -1.0170 3.4993
H22 -4.5669 0.7915 1.3091
H23 -5.0569 1.8351 2.6839
H24 -2.9814 1.2552 3.8917
H25 -2.4952 1.7534 2.2540
H26 -2.6635 0.6993 -1.4445
H27 -1.4722 1.0475 -0.1872
H28 -0.9832 1.1273 -1.8889
H29 -3.1733 -1.4112 -1.8369
H30 -2.6014 -5.1334 -2.0696
H31 -3.8632 -4.0742 -1.4208
H32 -3.3148 -3.8581 -3.0754
H33 -0.4261 -4.6541 -1.2722
H34 1.5220 -4.4602 -0.4265
H35 2.4244 -3.1095 -1.0822
H36 1.9789 -3.1511 0.6559
H37 2.1523 4.6544 0.3962
H38 1.3508 3.1436 0.8548
H39 3.0059 3.4643 1.3874
H40 2.5394 4.8208 -1.7688

---

No. 2
Here is a 3-piece molecular cluster, C32H60BFN6O6P2 overall in a non-equilibrium geometry from OMol25. Energies are from wB97M-V/def2-TZVPD.

The LUMO energy is -1.256 eV. The calculation puts the HOMO energy at -0.285 Eh. The HOMO-LUMO gap comes out at 6.51 eV. Its spin multiplicity is 1. The SMILES is CCCC1=C(CCF)C(=O)C(Cc2ccc(C)cc2)=C(CB(O)O)C1=O.CN(C)P(=O)(N(C)C)N(C)C.CN(C)P(=O)(N(C)C)N(C)C.

Element x y z (Å)
C1 3.4622 6.1871 -2.6300
C2 3.0416 4.6284 -2.3335
C3 1.7127 4.1891 -3.2167
C4 0.5300 3.8277 -2.1310
C5 0.2724 2.4340 -1.5865
C6 1.2219 1.1448 -2.0652
C7 2.4350 0.8107 -1.0104
F1 1.8406 0.5688 0.3573
C8 -0.9647 2.2401 -0.4772
O1 -1.7768 1.1759 -0.4481
C9 -1.1334 3.5308 0.5736
C10 -1.5261 3.1877 2.1254
C11 -0.3486 2.1914 2.7083
C12 -0.6168 0.6657 3.2568
C13 0.7091 -0.2031 3.7602
C14 2.2577 0.4043 3.7169
C15 3.5961 -0.4737 4.1862
C16 2.5057 1.9357 3.1726
C17 1.1970 2.7969 2.6803
C18 -0.8968 4.9207 0.0203
C19 -1.0157 6.1666 1.0741
B1 -0.7090 7.6545 0.4520
O2 -1.4435 8.2897 -0.6810
O3 0.3555 8.4829 1.0807
C20 -0.5225 5.0020 -1.5727
O4 -0.9993 5.8696 -2.4676
H1 3.4346 6.3258 -3.8091
H2 4.5925 6.3055 -2.2935
H3 2.7438 6.9547 -2.0855
H4 2.7384 4.5747 -1.1835
H5 3.8993 3.8469 -2.4885
H6 1.2953 5.1067 -3.8565
H7 1.9950 3.3126 -3.9423
H8 0.5169 0.1844 -2.1366
H9 1.6599 1.2932 -3.1513
H10 2.9431 -0.2196 -1.3276
H11 3.2180 1.7036 -0.9848
H12 -1.7637 4.1112 2.8023
H13 -2.5177 2.5261 2.0794
H14 -1.7015 0.2083 3.2756
H15 0.6267 -1.3136 4.1882
H16 3.5144 -1.5337 3.6505
H17 3.6977 -0.5585 5.3523
H18 4.5800 0.0193 3.7266
H19 3.5835 2.4045 3.1486
H20 1.3895 3.8867 2.2782
H21 -0.2094 5.9916 1.9366
H22 -2.0634 6.1665 1.5953
H23 -2.2728 7.7416 -0.8854
H24 0.7716 9.0804 0.3702
C21 6.5745 -4.4184 -3.6656
N1 5.6837 -3.6554 -2.7987
C22 6.2914 -3.5892 -1.4640
P1 3.9555 -3.6384 -2.8051
O5 3.9255 -2.1876 -2.2649
N2 3.4401 -3.1162 -4.3736
C23 4.3256 -3.0430 -5.5260
C24 2.5401 -1.9548 -4.4175
N3 3.9900 -5.3062 -3.4261
C25 2.8028 -5.7488 -4.1850
C26 4.0834 -6.2596 -2.2975
H25 6.5909 -5.4853 -3.4233
H26 7.6050 -4.0540 -3.5778
H27 6.3440 -4.3201 -4.7238
H28 6.3406 -4.5754 -0.9915
H29 5.7320 -2.9338 -0.7932
H30 7.3068 -3.1841 -1.5137
H31 5.1627 -2.3557 -5.3539
H32 3.7925 -2.7069 -6.4241
H33 4.6978 -4.0329 -5.7976
H34 3.0892 -1.0104 -4.3110
H35 1.7868 -2.0139 -3.6219
H36 1.9841 -1.9186 -5.3611
H37 1.8786 -5.5433 -3.6375
H38 2.8485 -6.8252 -4.3979
H39 2.7351 -5.2823 -5.1722
H40 3.2167 -6.1711 -1.6335
H41 4.9794 -6.0917 -1.6993
H42 4.1501 -7.2931 -2.6561
C27 -5.3017 -3.1786 1.7104
N4 -4.7799 -2.3016 2.7525
C28 -3.6808 -3.0005 3.4297
P2 -5.6618 -1.2039 3.7548
O6 -4.4306 -0.2754 3.8942
N5 -6.4601 -0.0699 2.7180
C29 -6.5983 -0.2555 1.2814
C30 -6.1905 1.3533 2.9685
N6 -7.0771 -2.2714 3.5945
C31 -8.3993 -1.6417 3.7860
C32 -7.0222 -3.3348 4.6229
H43 -5.8538 -4.0333 2.1127
H44 -4.4849 -3.5830 1.1008
H45 -5.9455 -2.6722 0.9953
H46 -4.0353 -3.8800 3.9764
H47 -3.1678 -2.3559 4.1465
H48 -2.9217 -3.3279 2.7125
H49 -5.6236 -0.3263 0.7837
H50 -7.1536 0.5702 0.8192
H51 -7.2035 -1.1361 1.0566
H52 -5.2328 1.6685 2.5344
H53 -6.1736 1.5643 4.0451
H54 -6.9785 1.9871 2.5464
H55 -8.4361 -1.0627 4.7131
H56 -9.1961 -2.3969 3.8162
H57 -8.6798 -0.9883 2.9547
H58 -7.0407 -2.9090 5.6321
H59 -6.1185 -3.9382 4.5330
H60 -7.8614 -4.0319 4.5177

---

No. 3
Here is an isolated molecule of C2H5N3 in a non-equilibrium geometry from OMol25. Energies are from wB97M-V/def2-TZVPD.

The LUMO energy is 0.566 eV. The calculation puts the HOMO energy at -0.374 Eh. The HOMO-LUMO gap comes out at 10.74 eV. Its spin multiplicity is 1. The relative energy (zero: lowest compared OMol25 entry of this formula, charge and spin) is 41.5 kcal/mol. The SMILES is N#CNCN.

Element x y z (Å)
N1 -0.5520 -2.2233 1.7144
C1 -0.5921 -1.5785 0.7687
N2 -0.4149 -0.7869 -0.5958
C2 -0.2034 0.6810 -0.1741
N3 1.2311 0.9616 0.0059
H1 -1.2481 -0.7009 -1.1873
H2 -0.6100 1.3925 -1.0499
H3 -0.7281 1.0013 0.8001
H4 1.5671 0.2432 0.6796
H5 1.5505 1.0099 -0.9616

---

No. 4
Here is H2INS as an isolated structure in a non-equilibrium geometry from OMol25. Energies are from wB97M-V/def2-TZVPD.

The LUMO energy is -1.013 eV. The calculation puts the HOMO energy at -0.328 Eh. The HOMO-LUMO gap comes out at 7.92 eV. Its spin multiplicity is 1. The relative energy (zero: lowest compared OMol25 entry of this formula, charge and spin) is 39.1 kcal/mol.

Element x y z (Å)
N1 -0.7040 -0.3920 0.1047
S1 0.5688 0.6042 -0.4280
I1 -1.3321 -1.7910 -1.5254
H1 -1.6507 0.0337 0.2339
H2 1.2383 -0.4301 -0.0956

---

No. 5
Here is an isolated ion of composition C2HN6 and charge -1 in a non-equilibrium geometry from OMol25. Energies are from wB97M-V/def2-TZVPD.

The LUMO energy is 4.410 eV. The calculation puts the HOMO energy at -0.096 Eh. The HOMO-LUMO gap comes out at 7.03 eV. Its spin multiplicity is 1. The relative energy (zero: lowest compared OMol25 entry of this formula, charge and spin) is 110.0 kcal/mol. As for the total charge: -1.

Element x y z (Å)
C1 -0.3455 1.4485 0.1166
C2 1.1523 -0.0031 0.4024
N1 0.9150 1.1769 0.6007
N2 -1.2321 0.5964 -0.3177
N3 -0.5894 -1.7961 -0.5908
N4 1.4232 -1.1365 0.1331
N5 0.6133 -2.1278 -0.2141
N6 -1.1135 -0.6560 -0.5404
H1 -0.8232 2.4978 0.4102

---

No. 6
Here is a 6-piece molecular cluster, C25H54BNO9PS overall from OMol25. Energies are from wB97M-V/def2-TZVPD.

The LUMO energy is 1.788 eV. The calculation puts the HOMO energy at -0.146 Eh. The HOMO-LUMO gap comes out at 5.76 eV. Its spin multiplicity is 1. The relative energy (zero: lowest compared OMol25 entry of this formula, charge and spin) is 0.0 kcal/mol. As for the total charge: -1.

Element x y z (Å)
C1 2.6613 -4.5822 3.8938
C2 1.5380 -5.2711 3.1054
C3 0.1721 -4.8465 3.6305
N1 -0.8862 -5.5087 2.8750
C4 -2.2416 -5.0741 3.2198
P1 -3.3027 -6.6219 3.4978
O1 -3.2542 -6.8903 5.0899
O2 -2.4411 -7.8646 2.8950
S1 -5.1157 -6.6446 2.8547
C5 -2.8279 -4.0559 2.2612
O3 -3.8639 -3.4386 2.9444
B1 -3.3764 -3.3099 4.3437
O4 -2.2660 -4.3866 4.4089
H1 2.9759 -5.1916 4.7367
H2 3.5172 -4.3488 3.2651
H3 2.2972 -3.6325 4.2876
H4 1.6214 -6.3502 3.2409
H5 1.6209 -5.0364 2.0445
H6 0.1029 -5.1190 4.6818
H7 0.0943 -3.7572 3.5611
H8 -0.7229 -5.3363 1.8916
H9 -2.4157 -7.2722 5.3508
H10 -1.6409 -8.0006 3.4048
H11 -1.9774 -3.3573 2.1843
H12 -3.0715 -4.3825 1.2476
H13 -2.9013 -2.1956 4.6140
H14 -4.1737 -3.6046 5.2419
C6 -1.0635 0.8529 2.0040
C7 0.3089 0.6965 2.6564
C8 0.1219 -0.6118 3.4273
O5 -0.8096 -1.3824 2.6747
C9 -1.4168 -0.5829 1.6733
H15 -1.0638 1.5034 1.1285
H16 -1.7805 1.2537 2.7226
H17 1.0811 0.5842 1.8902
H18 0.5874 1.5301 3.3015
H19 -0.3058 -0.4260 4.4190
H20 1.0443 -1.1834 3.5506
H21 -1.0184 -0.8773 0.6915
H22 -2.4883 -0.7685 1.6854
C10 -6.6405 -0.2042 1.5172
C11 -6.5567 0.9822 0.5561
C12 -5.4686 1.8286 1.2078
O6 -4.5878 0.9215 1.8575
C13 -5.1814 -0.3918 1.9066
H23 -7.0697 -1.1008 1.0744
H24 -7.2355 0.0628 2.3935
H25 -6.2304 0.6429 -0.4298
H26 -7.4956 1.5232 0.4368
H27 -5.8939 2.5112 1.9545
H28 -4.9008 2.4206 0.4861
H29 -4.6624 -1.0398 1.1958
H30 -5.0488 -0.8124 2.9011
C14 3.1867 3.0701 -1.8210
C15 1.6719 2.9319 -1.6973
C16 1.5360 1.5340 -1.1114
O7 2.7034 1.3130 -0.3097
C17 3.6621 2.3390 -0.5720
H31 3.5296 4.1015 -1.8707
H32 3.5342 2.5505 -2.7184
H33 1.2815 3.6742 -0.9967
H34 1.1435 3.0410 -2.6433
H35 1.5159 0.7738 -1.8990
H36 0.6447 1.4184 -0.4941
H37 3.7019 3.0132 0.2914
H38 4.6445 1.8794 -0.6945
C18 3.9467 0.4074 -6.2115
C19 3.5105 -0.9372 -5.6314
C20 2.5532 -0.4983 -4.5310
O8 1.9509 0.7178 -4.9854
C21 2.6547 1.2095 -6.1246
H39 4.3347 0.3444 -7.2271
H40 4.7149 0.8576 -5.5791
H41 2.9794 -1.5205 -6.3865
H42 4.3345 -1.5396 -5.2531
H43 3.0896 -0.2951 -3.5978
H44 1.7718 -1.2299 -4.3270
H45 2.0351 1.0594 -7.0161
H46 2.8242 2.2802 -5.9988
C22 3.7520 7.9875 -4.7386
C23 2.2365 7.8472 -4.5969
C24 2.1136 6.4528 -3.9946
O9 3.2858 6.2575 -3.2021
C25 4.2424 7.2787 -3.4817
H47 4.0945 9.0194 -4.7993
H48 4.0969 7.4600 -5.6303
H49 1.8530 8.5958 -3.9008
H50 1.6959 7.9473 -5.5366
H51 2.0811 5.6839 -4.7742
H52 1.2354 6.3354 -3.3596
H53 4.2863 7.9667 -2.6303
H54 5.2238 6.8191 -3.6042

---

No. 7
Here is C31H37N9ORuSSbSe4Te as an isolated structure in a non-equilibrium geometry from OMol25. Energies are from wB97M-V/def2-TZVPD.

The LUMO energy (alpha / beta) is 3.766 / 3.292 eV. The calculation puts the HOMO energy (alpha / beta) at -0.056 / -0.055 Eh. The HOMO-LUMO gap (alpha / beta) comes out at 5.28 / 4.79 eV. Its spin multiplicity is 2. The relative energy (zero: lowest compared OMol25 entry of this formula, charge and spin) is 47.9 kcal/mol. As for the total charge: -2.

Element x y z (Å)
Ru1 -0.7136 -0.2079 -0.1419
C1 4.8300 -0.7616 0.5575
C2 4.8255 -1.5199 1.8828
C3 5.4319 -2.9112 1.6569
C4 5.6896 -0.7349 2.8803
C5 3.4092 -1.6788 2.4318
C6 3.2370 -2.2069 3.7236
C7 1.9871 -2.3999 4.2774
C8 0.8769 -2.0481 3.5231
S1 -0.8090 -2.1636 3.9220
C9 -1.1999 -1.4764 2.3778
N1 -0.1731 -1.2199 1.6179
C10 1.0225 -1.5390 2.2346
C11 2.2888 -1.3592 1.6859
C12 -2.5157 -1.1241 1.9068
C13 -3.6779 -1.3596 2.6402
C14 -4.8993 -0.9765 2.1263
C15 -4.9306 -0.3694 0.8688
C16 -3.7729 -0.1334 0.1492
C17 -2.4997 -0.4856 0.6408
H1 5.8612 -0.6151 0.2212
H2 4.3699 0.2237 0.6767
H3 4.2917 -1.3185 -0.2123
H4 6.4772 -2.8196 1.3441
H5 4.8749 -3.4466 0.8847
H6 5.3999 -3.5062 2.5725
H7 6.6874 -0.5815 2.4602
H8 5.8067 -1.2640 3.8282
H9 5.2506 0.2438 3.0896
H10 4.1076 -2.4927 4.3016
H11 1.8762 -2.8275 5.2658
H12 2.3590 -1.0166 0.6621
H13 -3.6197 -1.8506 3.6068
H14 -5.8142 -1.1542 2.6781
H15 -5.8852 -0.0789 0.4415
H16 -3.8613 0.3288 -0.8259
Se1 0.0248 -5.6869 -2.8628
Sb1 0.6517 -4.2839 -0.9857
Se2 -0.7519 -2.1387 -1.6480
Se3 -0.0168 -4.9209 1.2579
Se4 3.0433 -3.6626 -1.0969
C18 -0.6105 5.9978 -6.0188
C19 -0.7866 4.7551 -5.1859
C20 -0.5770 3.4951 -5.7222
C21 -0.7351 2.3320 -4.9680
C22 -0.4877 1.0022 -5.6252
C23 -1.1140 2.4429 -3.6263
Te1 -1.5536 0.6689 -2.5257
C24 -1.3156 3.7103 -3.0631
C25 -1.6676 3.8566 -1.6093
C26 -1.1567 4.8438 -3.8494
H17 -0.3342 5.7461 -7.0435
H18 0.1719 6.6411 -5.6090
H19 -1.5305 6.5864 -6.0538
H20 -0.2794 3.4040 -6.7631
H21 -0.2715 1.1318 -6.6869
H22 -1.3495 0.3407 -5.5202
H23 0.3550 0.5002 -5.1484
H24 -0.9274 3.3346 -1.0020
H25 -2.6359 3.4028 -1.3827
H26 -1.6968 4.9072 -1.3157
H27 -1.3142 5.8216 -3.4021
N2 0.2319 1.9807 4.3968
N3 0.2166 2.1020 3.0138
N4 1.0997 2.8264 2.3482
C27 0.7689 2.5563 1.0992
N5 -0.2743 1.6979 1.0288
N6 -0.6114 1.4271 2.2639
H28 0.5682 1.0430 4.6062
H29 -0.7350 2.0297 4.6995
H30 1.2693 2.9440 0.2246
C28 4.8967 -0.9519 -2.7916
N7 3.7724 -0.0449 -2.7077
C29 3.7839 1.2702 -2.1208
C30 2.3238 1.7044 -2.3284
O1 1.8779 2.7625 -1.9067
N8 1.6683 0.7406 -3.0196
C31 2.5182 -0.2888 -3.1386
N9 2.1652 -1.4631 -3.6727
H31 5.7664 -0.4578 -2.3606
H32 5.1143 -1.1990 -3.8344
H33 4.7025 -1.8733 -2.2408
H34 4.4585 1.9562 -2.6415
H35 4.0377 1.2563 -1.0595
H36 1.1546 -1.5778 -3.6839
H37 2.6135 -2.2894 -3.2498

---

No. 8
Here is an isolated ion of composition C2H7N2O and charge +1 in a non-equilibrium geometry from OMol25. Energies are from wB97M-V/def2-TZVPD.

The LUMO energy is -3.602 eV. The calculation puts the HOMO energy at -0.565 Eh. The HOMO-LUMO gap comes out at 11.76 eV. Its spin multiplicity is 1. The relative energy (zero: lowest compared OMol25 entry of this formula, charge and spin) is 33.3 kcal/mol. The SMILES is NC(=O)C[NH3+]. As for the total charge: +1.

Element x y z (Å)
N1 0.5553 0.6886 -1.7979
C1 0.6513 0.3129 -0.4757
O1 1.5817 0.1564 0.2353
C2 -0.8255 0.0217 0.2195
N2 -0.3126 -0.8131 1.3986
H1 -0.1492 1.4977 -2.0394
H2 1.4384 0.7029 -2.3439
H3 -1.5837 -0.6710 -0.3427
H4 -1.1549 1.0562 0.1956
H5 0.7140 -0.6726 1.3590
H6 -0.3207 -1.8344 1.2951
H7 -0.5941 -0.4453 2.2965

---

These records have calculated total energy values of -1996.78900, -2841.96909, -243.39576, -751.76540, -405.17371, -2481.34374, -12378.76212, -264.87812 Ha, in the order they appear.